*a*
Computed, not measured: the molecule C7H18N2Si, with the ωB97M-V functional and the def2-TZVPD basis.

Kohn-Sham gap (eV): 8.99
Structure (SMILES): CCC(=C(C)C)[Si](C)(N)N
HOMO energy (eV): -8.22

Bonds (Å) are listed after each position.
Cartesian coordinates (Å):
1 C 1.0588 -2.3990 0.7314  C2 1.548, H11 1.083, H12 1.055, H13 1.005
2 C 0.8883 -1.6020 -0.5849  C1 1.548, C3 1.516, H14 1.034, H15 1.150
3 C 0.5393 -0.1859 -0.1697  C2 1.516, C4 1.380, Si7 1.955
4 C 1.4024 0.8773 -0.0024  C3 1.380, C5 1.502, C6 1.479
5 C 0.8030 2.1851 0.4302  C4 1.502, H16 1.137, H17 1.035, H18 1.070
6 C 2.7495 1.0950 -0.5725  C4 1.479, H19 1.062, H20 1.070, H21 1.056
7 Si -1.4057 -0.0874 0.0025  C3 1.955, C8 1.840, N9 1.712, N10 2.040
8 C -2.1722 0.4935 1.5712  Si7 1.840, H22 1.079, H23 1.064, H24 1.073
9 N -2.3939 -1.3746 -0.5435  Si7 1.712, H25 1.047, H26 1.066
10 N -1.8009 1.2763 -1.4624  Si7 2.040, H27 0.974, H28 1.054
11 H 0.2632 -2.3564 1.4653  C1 1.083
12 H 1.1470 -3.4164 0.4672  C1 1.055
13 H 1.8986 -1.9977 1.1093  C1 1.005
14 H 1.7332 -1.7153 -1.1706  C2 1.034
15 H 0.0548 -2.0416 -1.2434  C2 1.150
16 H 0.6146 1.8867 1.5112  C5 1.137
17 H -0.1350 2.3456 0.0241  C5 1.035
18 H 1.3930 3.0701 0.5501  C5 1.070
19 H 3.4542 1.1397 0.2211  C6 1.062
20 H 2.9371 0.1718 -1.0810  C6 1.070
21 H 2.9632 1.9333 -1.1772  C6 1.056
22 H -1.5557 1.3161 1.8984  C8 1.079
23 H -3.1702 0.8253 1.4120  C8 1.064
24 H -2.1557 -0.2905 2.3034  C8 1.073
25 H -2.9538 -1.3404 -1.4271  N9 1.047
26 H -2.2237 -2.4053 -0.3294  N9 1.066
27 H -1.1778 1.6119 -2.1313  N10 0.974
28 H -2.7556 0.9847 -1.8020  N10 1.054

Atom charges from the Löwdin analysis, given in e for atoms 1 to 6: -0.08, -0.27, -0.22, -0.33, -0.08, -0.05

=====

*b*
Computed, not measured: a cluster of 2 separate species, C7H18N2Si in total, with the ωB97M-V functional and the def2-TZVPD basis.

Kohn-Sham gap (eV): 7.30
Structure (SMILES): C=C=[Si](N(C)C)N(C)C.C
HOMO energy (eV): -6.85

Bonds (Å) are listed after each position.
Cartesian coordinates (Å):
1 C 3.8586 0.4939 -0.8574  C2 1.298, H10 1.045, H11 1.058
2 C 2.5727 0.3194 -0.8248  C1 1.298, Si3 1.782
3 Si 1.1186 0.0661 0.1733  C2 1.782, N4 1.741, N7 1.740
4 N -0.1059 1.2435 0.5531  Si3 1.741, C5 1.402, C6 1.468
5 C -0.3694 2.2832 -0.3498  N4 1.402, H12 1.084, H13 1.134, H14 1.168
6 C -0.4742 1.4682 1.9562  N4 1.468, H15 1.122, H16 1.049, H17 1.151
7 N 0.5056 -1.5593 0.2717  Si3 1.740, C8 1.416, C9 1.417
8 C -0.5691 -2.0467 1.0536  N7 1.416, H18 1.135, H19 1.054, H20 1.074
9 C 1.2636 -2.5355 -0.4206  N7 1.417, H21 1.083, H22 1.125, H23 1.110
10 H 4.4832 0.0801 -0.1290  C1 1.045
11 H 4.4626 0.9065 -1.6218  C1 1.058
12 H -1.4060 2.5965 -0.4026  C5 1.084
13 H 0.4217 3.0950 -0.3049  C5 1.134
14 H -0.1523 1.9211 -1.4384  C5 1.168
15 H -1.5309 1.8388 1.8799  C6 1.122
16 H -0.4246 0.6413 2.6004  C6 1.049
17 H 0.1320 2.3785 2.3147  C6 1.151
18 H -0.2088 -2.3596 2.0833  C8 1.135
19 H -1.3327 -1.3247 1.1388  C8 1.054
20 H -0.8357 -2.9736 0.5814  C8 1.074
21 H 0.8537 -2.8579 -1.3698  C9 1.083
22 H 2.1693 -2.0896 -0.9180  C9 1.125
23 H 1.5032 -3.3892 0.2465  C9 1.110
24 C -3.1984 0.3743 -1.2633  H25 1.042, H26 1.105, H27 1.141, H28 1.127
25 H -3.1971 -0.4291 -1.9269  C24 1.042
26 H -2.7059 1.1565 -1.8683  C24 1.105
27 H -4.2453 0.4964 -0.8262  C24 1.141
28 H -2.5884 0.2064 -0.3311  C24 1.127

Atom charges from the Löwdin analysis, given in e for atoms 1 to 6: -0.16, -0.23, 0.70, -0.36, -0.20, -0.12

=====

Last place for stability: *b*